The following is a DFT calculation (ωB97M-V with the def2-TZVPD basis set) of a structure of composition C32H32BrCrIN4O6.

Positions of all 77 atoms, in Å:
Cr: 13.34328 9.35578 13.54866
C: 11.74040 13.13059 7.64964
C: 11.73782 12.38162 8.98302
C: 10.59496 12.22664 9.72223
C: 10.60899 11.50432 10.92022
C: 9.31763 11.32503 11.52722
N: 8.97399 11.40812 12.78655
C: 9.79553 11.83282 13.92630
C: 8.98076 12.56650 15.01409
C: 9.78046 12.93721 16.28596
N: 10.96016 13.80087 15.99058
C: 12.11394 13.26715 15.65778
C: 12.72280 12.28609 16.49774
C: 12.66124 12.34300 17.91542
C: 13.42544 11.51622 18.68320
C: 13.56641 11.57870 20.19130
C: 14.12213 10.44908 18.04465
C: 14.13154 10.28513 16.64240
C: 14.87837 9.22918 16.05984
N: 14.97721 9.00123 14.75358
C: 16.15287 8.21196 14.31152
C: 16.21189 8.01641 12.81173
C: 16.06777 9.30828 12.04780
N: 14.64265 9.77857 11.98806
C: 14.33041 10.57364 10.99088
C: 13.03252 11.11805 10.66357
C: 12.92736 11.82506 9.48200
C: 11.82926 10.82416 11.38862
O: 11.77773 10.00498 12.37686
C: 13.31842 11.16361 15.83442
O: 13.21005 11.07298 14.52619
H: 10.73055 13.51436 7.42901
H: 12.05817 12.48234 6.83334
H: 12.46593 13.98699 7.73640
H: 9.66813 12.63035 9.36647
H: 8.50126 11.12705 10.83774
H: 7.96718 11.27160 12.94558
H: 10.53535 12.49000 13.45473
H: 10.33950 10.96145 14.31378
H: 8.17224 11.91014 15.34820
H: 8.53114 13.48241 14.56772
H: 10.16975 12.07932 16.81846
H: 9.13735 13.51142 16.95152
H: 10.72725 14.69523 15.57843
H: 12.58642 13.52243 14.69085
H: 12.00744 13.12012 18.31080
H: 13.34605 12.57678 20.59204
H: 14.58811 11.26222 20.49628
H: 12.85975 10.86567 20.59080
H: 14.67094 9.77947 18.67810
H: 15.49757 8.61270 16.74172
H: 16.07776 7.24779 14.83488
H: 17.08838 8.71826 14.67611
H: 15.48370 7.26577 12.47229
H: 17.19864 7.62872 12.60451
H: 16.34950 9.14623 10.98448
H: 16.62106 10.15388 12.44340
H: 15.16408 10.88981 10.33315
H: 13.81031 11.98291 8.84525
O: 12.59107 5.29063 13.69417
C: 12.70068 6.50702 13.78452
O: 13.33515 7.36548 13.07426
C: 11.85886 7.43822 15.00737
O: 11.06468 6.89150 15.77932
O: 12.16304 8.71559 14.96678
Br: 7.24322 4.79711 13.06127
C: 7.25362 5.98353 11.60313
C: 6.33212 5.74187 10.58990
C: 6.31310 6.52364 9.43936
C: 7.19136 7.59445 9.29643
C: 8.07162 7.87709 10.32503
C: 8.13964 7.08388 11.48789
I: 9.52056 7.47883 12.97889
H: 5.57358 4.97404 10.74778
H: 5.58043 6.31205 8.68813
H: 7.19655 8.17477 8.38915
H: 8.73779 8.76594 10.26209

Cartesian forces, eV/Å:
-0.5 -0.9 1.2
0.4 0.6 0.9
0.3 0.3 -0.7
0.6 -0.7 0.0
0.6 -0.8 0.7
0.3 0.0 0.8
-1.0 -0.1 -0.7
0.7 0.1 0.0
0.0 -0.1 -0.4
0.7 1.1 -0.8
-3.4 1.5 1.0
2.8 -1.3 -1.3
-0.3 -0.6 -0.2
-0.4 0.8 -1.5
1.4 -2.2 0.2
0.2 0.2 -0.3
-0.6 1.6 -0.1
-1.7 0.2 0.1
0.8 -0.5 -2.1
0.1 0.3 1.7
-0.3 -0.1 1.2
0.0 -0.1 0.3
-1.2 0.3 -1.4
-0.5 1.4 -1.5
1.3 -1.3 1.7
-0.4 -0.2 -0.3
0.1 0.6 -0.7
-0.8 0.0 1.1
0.3 0.8 -0.6
1.4 0.2 0.0
0.2 -0.1 0.3
0.5 -0.1 0.0
0.0 0.0 0.0
-0.8 -0.7 -0.3
-0.4 0.2 -0.2
-0.2 0.2 0.2
0.7 -0.1 0.2
0.1 -0.1 0.4
-0.1 0.1 0.0
-0.2 0.0 -0.1
0.2 -0.5 0.3
-0.1 -0.3 0.0
-0.2 -0.2 0.1
-0.1 -0.2 0.0
-0.3 -0.2 0.6
0.4 0.0 0.3
0.1 -0.3 -0.1
-0.7 0.3 -0.1
-0.2 -0.1 0.5
0.3 -0.3 0.1
0.0 0.5 -0.4
0.3 0.0 -0.3
-0.8 -0.3 -0.4
0.1 0.4 0.1
0.4 -0.2 -0.2
0.2 0.1 0.7
0.4 -0.1 0.3
-0.5 -0.3 0.1
-0.2 -0.2 0.5
0.5 2.0 0.0
-1.8 0.3 2.0
0.6 0.5 -0.9
0.0 -2.0 0.1
1.4 1.3 -1.3
-0.4 -0.8 -0.3
0.1 0.1 0.1
0.4 0.8 -0.6
-0.3 0.2 0.0
0.2 0.1 0.5
-0.1 -0.5 0.3
0.7 0.5 0.7
-0.7 -0.6 -0.4
-0.2 0.1 -0.1
0.4 0.1 -0.2
-0.2 -0.1 -0.4
0.0 0.2 -0.1
-0.4 -0.9 0.0

Values from the calculation:
2S+1: 5
Total energy (hartree): -5825.2805
LUMO energy (alpha / beta) (eV): -1.27 / -1.28
Total charge: 0
Orbital gap (alpha / beta) (eV): 4.39 / 6.12
E_HOMO (alpha / beta) (eV): -5.65 / -7.41
Maximum force (eV/A): 3.82
<S²>: 6.0587

The following is a DFT calculation (ωB97M-V with the def2-TZVPD basis set) of a structure of composition C32H32BrN6O3S7Tl.

Positions of all 82 atoms, in Å:
Tl: 0.51303 0.37722 0.58447
S: 7.48151 -0.46283 -3.22091
C: 5.94017 -0.33988 -2.63820
S: 4.93282 -1.71063 -2.32190
C: 3.54336 -0.85327 -1.63854
C: 3.62581 0.50534 -1.63286
S: 2.45978 1.66774 -1.17797
S: 5.15659 1.15740 -2.24724
S: 2.29430 -1.81566 -0.97265
C: -2.64410 4.46387 2.55022
N: -3.03955 3.85883 1.30623
C: -3.50766 4.62220 0.25983
C: -3.25809 4.04049 -0.91649
N: -2.53279 2.85975 -0.70923
C: -2.17947 2.80150 0.72204
S: -0.41959 3.15554 0.97105
C: -2.00920 2.08245 -1.69217
C: -2.36195 2.31248 -3.04266
C: -1.81731 1.53987 -4.03682
C: -0.93777 0.51717 -3.69577
C: -0.67538 0.32755 -2.35584
N: -1.18985 1.06558 -1.37711
H: -3.15511 5.41905 2.65729
H: -1.55962 4.62237 2.56158
H: -2.92056 3.80975 3.38126
H: -4.04140 5.53665 0.44669
H: -3.52527 4.39193 -1.89073
H: -3.05335 3.09880 -3.29842
H: -2.07091 1.73701 -5.07387
H: -0.46728 -0.10284 -4.44141
H: -0.01312 -0.47304 -2.04544
O: 3.22345 -5.16067 -3.02752
C: 2.37618 -4.48790 -3.91021
N: 1.32973 -3.79168 -3.21385
C: 0.02766 -3.93776 -3.49945
O: -0.40314 -4.60773 -4.43028
C: -0.88631 -3.18477 -2.58531
C: -2.05881 -2.63994 -3.09877
C: -2.89887 -1.94150 -2.24875
C: -2.52948 -1.80597 -0.91888
N: -1.44093 -2.36001 -0.40816
C: -0.64314 -3.03927 -1.21819
H: 3.56598 -4.51180 -2.39790
H: 1.91872 -5.24332 -4.55796
H: 2.95328 -3.76881 -4.51686
H: 1.63933 -3.13857 -2.47281
H: -2.29137 -2.78411 -4.14657
H: -3.81341 -1.49102 -2.60676
H: -3.14501 -1.25516 -0.21997
H: 0.21260 -3.51228 -0.75187
Br: 5.37551 4.35145 4.58931
C: 4.19098 3.21335 3.60234
C: 3.55581 3.68700 2.47383
C: 2.67315 2.82321 1.83313
N: 2.43018 1.59526 2.25872
C: 3.05675 1.15813 3.33560
C: 3.96374 1.92512 4.05562
H: 3.70264 4.68820 2.09788
H: 2.13983 3.15212 0.95466
H: 2.80242 0.15570 3.64943
H: 4.45403 1.54129 4.93821
C: -3.67395 -0.68245 2.74509
C: -4.32959 -0.18928 1.62933
C: -3.82582 0.90958 0.95363
C: -2.65446 1.52320 1.37968
C: -2.02098 1.04016 2.51964
C: -2.52340 -0.05913 3.19626
H: -4.06959 -1.54648 3.26244
H: -5.24059 -0.66860 1.28826
H: -4.34742 1.29107 0.08607
H: -1.14222 1.55858 2.87963
H: -2.00945 -0.42533 4.07556
C: 2.47066 -2.42973 2.70792
S: 0.90918 -2.37804 3.67264
C: -0.09797 -3.16397 2.36036
O: 1.06790 -3.39711 4.73498
H: 2.66993 -3.44959 2.39965
H: 3.27486 -2.08094 3.34893
H: 2.36669 -1.77811 1.84305
H: 0.32774 -4.13504 2.13195
H: -0.08367 -2.50679 1.49619
H: -1.11744 -3.27292 2.71567

Cartesian forces, eV/Å:
0.2 -0.1 0.2
0.4 0.0 -0.2
-0.5 0.1 0.2
0.0 0.8 0.2
0.7 0.5 -0.2
0.5 -0.5 -0.4
-0.5 0.4 0.1
0.0 -0.8 0.0
-0.3 -0.5 0.3
0.1 -0.1 0.1
-0.3 0.1 -0.4
0.0 0.0 -0.4
-0.2 0.4 0.0
-0.5 0.1 0.4
0.9 -0.2 0.4
0.3 0.1 -0.1
0.2 -0.5 -0.6
-0.2 0.3 0.2
0.2 -0.2 0.1
0.0 0.2 -0.2
0.0 0.0 -0.2
-0.5 0.4 0.1
-0.1 0.0 0.0
-0.1 0.1 0.1
0.0 0.1 0.1
0.0 0.1 0.0
-0.1 0.0 -0.1
0.0 0.0 0.0
0.0 0.0 0.1
0.1 -0.1 0.0
0.1 0.0 0.0
0.3 -0.2 0.4
-0.2 0.1 -0.6
0.1 -0.2 0.0
0.2 0.0 0.2
-0.3 -0.1 -0.3
-0.3 0.0 0.1
0.1 -0.1 0.2
0.1 -0.1 0.0
-0.3 -0.1 -0.1
0.0 -0.1 0.2
0.0 -0.1 -0.4
0.0 0.0 0.0
0.1 0.3 0.1
-0.1 -0.2 0.1
-0.1 0.1 -0.1
0.0 0.0 0.0
0.0 0.1 0.0
0.0 0.0 -0.1
0.1 0.0 -0.1
-0.1 -0.1 -0.2
0.1 0.0 0.1
0.0 0.0 0.1
0.2 0.4 0.1
-0.1 -0.1 0.0
0.1 0.1 0.2
0.0 0.1 0.0
0.1 0.0 0.0
0.0 0.0 0.0
0.1 -0.1 0.1
0.0 0.0 0.0
-0.1 -0.2 0.1
-0.2 0.0 0.0
0.0 0.0 0.0
0.0 -0.3 0.2
-0.1 0.1 0.1
0.0 0.0 0.0
0.0 -0.1 0.0
0.0 0.0 0.0
0.0 0.1 -0.1
0.1 -0.1 -0.1
0.0 0.0 0.0
-0.6 0.3 0.3
0.3 -0.3 -1.5
0.4 0.6 0.5
0.0 -0.5 0.9
-0.1 -0.2 0.0
0.0 0.0 0.1
0.1 0.0 -0.2
0.2 -0.1 0.0
-0.1 0.0 -0.1
-0.1 0.1 0.1

Values from the calculation:
Total energy (hartree): -7326.7854
LUMO energy (eV): 3.56
Total charge: -2
Orbital gap (eV): 4.90
E_HOMO (eV): -1.34
Maximum force (eV/A): 1.58
Energy relative to the best compared isomer or geometry (same formula, charge and spin) (kJ/mol): 54.2

Which of these has the lowest total charge? C32H32BrN6O3S7Tl

maximum force of number 1 (C32H32BrCrIN4O6)? 3.82 eV/A

Look up the maximum force of the second one. 1.58 eV/A